Below is 12 unconnected molecules or ions with the total composition C48H72O36, with properties calculated with the ωB97M-V functional and the def2-TZVPD basis.

Last column: Löwdin charge in e.
CARTESIAN COORDINATES (ANGSTROEM)
1 H -7.308 -3.607 -3.304  0.135
2 C 3.085 -5.257 5.081  -0.521
3 H -6.480 -5.329 -4.643  0.159
4 C -6.311 -1.012 8.324  -0.524
5 H 8.466 -2.344 -0.260  0.131
6 C -6.770 2.707 0.163  -0.520
7 C -7.032 2.958 -9.828  -0.526
8 H 9.231 4.344 3.214  0.130
9 H 0.648 9.098 4.708  0.135
10 O 2.024 -5.127 5.916  0.073
11 C -7.510 -1.478 6.535  -0.088
12 O -6.275 1.856 -10.050  0.082
13 H -7.711 5.785 -2.235  0.072
14 H -4.355 -4.891 -5.850  0.084
15 O 7.894 4.246 0.505  0.095
16 H -5.712 -0.639 5.673  0.158
17 H 0.767 0.077 7.464  0.134
18 H -0.696 7.481 5.530  0.151
19 C 5.574 2.771 -4.972  -0.299
20 H 8.816 2.647 3.002  0.135
21 C 7.134 -5.307 -0.814  -0.020
22 H -1.345 5.410 4.066  0.083
23 H -6.579 -2.260 -4.256  0.139
24 C 1.112 -2.791 -7.705  -0.153
25 C -6.682 2.082 -7.811  -0.107
26 C 0.201 -0.649 0.071  -0.369
27 H -4.196 -3.972 -4.385  0.084
28 H -1.496 -1.124 10.079  0.097
29 H 0.591 -1.054 2.139  0.096
30 H -5.441 5.361 0.596  0.132
31 H 2.354 -5.845 7.802  0.149
32 H 0.347 5.702 4.466  0.087
33 H 0.120 -6.673 5.778  0.085
34 C -0.856 7.492 4.452  -0.315
35 C -0.903 0.451 -1.528  -0.540
36 C -7.056 -3.240 -4.299  -0.083
37 H -0.132 -6.024 7.343  0.075
38 C 7.171 1.204 -5.006  -0.626
39 C 1.949 -3.939 -6.074  -0.549
40 H -0.681 -0.793 7.833  0.130
41 H 11.088 4.593 1.250  0.080
42 C -0.506 6.087 3.907  -0.009
43 O -5.627 3.214 0.663  0.064
44 H 7.242 -6.391 -0.864  0.090
45 C 6.902 4.322 1.387  -0.546
46 H 1.094 -1.155 -0.295  0.166
47 H 1.395 0.336 1.506  0.096
48 C -0.087 0.068 8.140  -0.090
49 O 7.280 4.032 2.571  0.108
50 O -8.902 -3.847 -7.082  0.153
51 C -0.431 -1.222 10.286  -0.021
52 H 0.021 -2.173 10.005  0.091
53 O 3.414 -4.456 4.245  0.151
54 O 0.114 0.526 -0.690  0.101
55 C -6.014 -1.547 6.195  -0.353
56 O 9.097 -5.354 0.627  0.073
57 O 3.716 -6.426 5.345  0.069
58 C 9.055 3.798 1.124  -0.301
59 C -0.782 1.906 9.233  -0.516
60 O 6.905 2.409 -5.219  0.129
61 C -5.495 -2.884 5.543  0.001
62 O 2.731 -4.153 -7.183  0.082
63 C 0.259 -0.059 9.626  -0.370
64 H 5.484 4.337 -6.511  0.083
65 C 2.197 -4.363 -9.424  -0.009
66 O -0.786 1.281 8.099  0.104
67 C 9.214 -4.560 1.768  -0.476
68 C 10.122 4.911 0.858  -0.015
69 H -4.147 1.069 -7.593  0.089
70 H 0.706 8.248 3.146  0.130
71 H -4.082 0.336 -9.199  0.089
72 H 1.601 -5.236 -9.156  0.092
73 C -4.470 1.180 -8.628  -0.037
74 O 1.092 -3.029 -6.372  0.119
75 O -5.996 -0.784 9.494  0.122
76 C 3.064 -7.189 6.323  -0.094
77 H 4.580 1.579 -3.555  0.138
78 H -5.808 4.004 -2.161  0.151
79 H 3.056 -2.558 -8.483  0.156
80 O -7.552 -0.930 7.840  0.098
81 C 0.455 -0.214 1.458  -0.026
82 H 10.316 4.902 -0.215  0.083
83 H 5.305 2.735 -7.168  0.093
84 C 0.534 -6.684 6.787  -0.013
85 O -3.081 9.714 3.056  0.132
86 H -6.109 2.518 -6.992  0.135
87 O -7.320 3.756 -10.745  0.100
88 C 8.085 -3.222 0.261  -0.087
89 C -2.119 9.075 3.456  -0.571
90 H -7.463 6.111 -0.551  0.082
91 C 5.063 3.353 -6.303  -0.016
92 H 5.394 3.511 -4.192  0.158
93 H -0.315 6.118 2.834  0.085
94 H -1.766 -1.181 0.691  0.138
95 H 0.257 -3.259 -8.192  0.140
96 H 6.869 -4.870 -1.776  0.091
97 O -1.637 -0.620 -1.288  0.100
98 H 9.048 -4.452 -1.226  0.146
99 C -6.253 -4.339 -5.037  -0.332
100 O 1.929 -4.515 -5.012  0.150
101 H -0.351 0.424 1.822  0.100
102 H 9.808 5.865 1.283  0.092
103 H -8.078 -2.404 6.440  0.135
104 H -6.192 -3.205 4.769  0.074
105 C -1.093 -1.304 -0.158  -0.086
106 H 3.160 -4.745 -9.762  0.084
107 C 8.405 -4.595 -0.357  -0.336
108 H 2.623 -8.084 5.884  0.136
109 O -5.467 -1.478 7.400  0.082
110 H -1.047 -2.385 -0.293  0.144
111 C 4.944 1.471 -4.577  -0.074
112 H 9.432 2.842 0.760  0.149
113 H -6.314 0.171 -8.794  0.153
114 O -0.851 9.524 3.389  0.073
115 O -0.167 1.128 10.196  0.085
116 H 0.977 -1.722 -7.871  0.144
117 O -7.315 1.655 0.547  0.099
118 O -1.324 2.991 9.489  0.116
119 H -3.991 2.112 -8.926  0.101
120 H 6.380 -5.031 -0.077  0.082
121 H -4.271 4.417 -0.266  0.131
122 H -7.493 1.547 -7.317  0.134
123 C -8.087 -3.684 -6.208  -0.549
124 H 1.342 -0.155 9.699  0.150
125 H 3.708 -7.375 7.182  0.135
126 C 0.050 8.615 3.935  -0.110
127 C -5.933 1.192 -8.817  -0.306
128 O -6.824 -4.201 -6.280  0.052
129 H -4.473 -2.814 5.171  0.078
130 C -6.941 5.825 -1.464  -0.012
131 O -7.314 3.070 -8.552  0.093
132 H 3.991 3.533 -6.234  0.086
133 H 1.699 -3.900 -10.275  0.084
134 H -4.555 -3.210 -5.948  0.090
135 O 6.072 0.581 -4.563  0.069
136 H -6.314 6.644 -1.815  0.078
137 H -5.631 -3.759 6.178  0.084
138 C -6.242 4.394 -1.241  -0.271
139 C -5.328 4.456 -0.001  -0.080
140 C 2.361 -3.366 -8.253  -0.339
141 O 9.784 -4.919 2.795  0.122
142 H -7.980 -0.800 5.822  0.134
143 H 0.346 -7.710 7.102  0.078
144 H -0.409 -1.073 11.366  0.090
145 H 4.266 0.979 -5.274  0.140
146 O -8.260 -3.151 -5.018  0.091
147 C -4.785 -4.054 -5.299  -0.022
148 O 8.303 0.741 -5.098  0.118
149 O 8.579 -3.371 1.600  0.065
150 O 5.658 4.488 1.117  0.057
151 O -2.099 7.937 4.052  0.128
152 O -7.248 3.512 -0.799  0.072
153 O -1.060 1.287 -2.458  0.079
154 H 7.008 -3.064 0.223  0.120
155 C 8.629 3.652 2.624  -0.068
156 C 2.017 -6.171 6.818  -0.322

- Energy: -4580.83943 Ha
- SMILES string: C[C@H]1COC(=O)O1.C[C@H]1COC(=O)O1.C[C@H]1COC(=O)O1.C[C@H]1COC(=O)O1.C[C@H]1COC(=O)O1.C[C@H]1COC(=O)O1.C[C@H]1COC(=O)O1.C[C@H]1COC(=O)O1.C[C@H]1COC(=O)O1.C[C@H]1COC(=O)O1.C[C@H]1COC(=O)O1.C[C@H]1COC(=O)O1
- Total charge: 0